# 1
The following is a DFT calculation (ωB97M-V/def2-TZVPD) of a structure of composition C9H13INO2 in a non-equilibrium geometry.

Output
E_HOMO = -12.33 eV
Electronic energy = -23220.7933 eV
Total charge = +1
Orbital gap = 9.0 eV

Atoms and positions in Å:
1 H -0.974 -3.507 2.246
2 H 0.758 -4.148 -0.443
3 H -1.405 -1.019 1.418
4 C 0.093 -0.969 -1.644
5 C 0.452 -3.082 -0.536
6 C 1.702 2.867 0.468
7 C -0.621 -0.582 -0.491
8 C -0.837 -1.425 0.593
9 H -0.883 2.841 0.259
10 O -1.244 1.423 -1.619
11 H 1.233 0.802 0.462
12 H 1.614 3.522 1.256
13 H 1.346 3.350 -0.375
14 H -1.093 0.790 -2.365
15 H 0.202 -0.373 -2.510
16 C -1.308 0.674 -0.502
17 H -1.099 1.675 1.669
18 H 1.014 1.467 1.968
19 C -0.574 1.865 0.810
20 N 0.927 1.689 0.923
21 I -3.473 0.672 0.159
22 H 2.720 2.595 0.220
23 O -0.195 -3.523 1.601
24 C -0.227 -2.642 0.594
25 C 0.624 -2.297 -1.679
26 H 1.246 -2.663 -2.483

---

# 2
The following is a DFT calculation (ωB97M-V/def2-TZVPD) of the ion C7H15FNOS with charge +1 in a non-equilibrium geometry.

Output
E_HOMO = -14.52 eV
Electronic energy = -24582.7804 eV
Total charge = +1
Orbital gap = 10.7 eV
SMILES string = C[NH+]=[S@@](=O)(F)C1CCCCC1

Atoms and positions in Å:
1 H 3.837 2.203 0.336
2 H 2.737 1.001 -1.418
3 H -2.277 -1.074 -1.526
4 N 2.597 0.877 -0.432
5 F 2.775 -1.172 0.979
6 O 1.928 -1.295 -1.253
7 H -2.465 -2.546 0.418
8 H -2.498 -1.234 1.567
9 S 1.804 -0.457 -0.137
10 H 0.034 1.706 -0.786
11 H -0.255 -2.002 1.319
12 C -0.439 0.754 -0.704
13 H -2.577 1.566 -0.949
14 C -2.573 -0.590 -0.615
15 H 2.975 1.261 1.474
16 C -2.183 -1.492 0.551
17 C -0.579 -1.499 0.420
18 C 2.919 1.792 0.660
19 H 0.001 -2.056 -0.389
20 H -1.999 1.193 0.575
21 H -0.082 0.395 1.325
22 C -1.911 0.819 -0.414
23 C 0.063 -0.223 0.465
24 H -3.623 -0.429 -0.617
25 H 2.094 2.424 0.796
26 H -0.305 0.079 -1.643

---

# 3
The following is a DFT calculation (ωB97M-V/def2-TZVPD) of a structure of composition C9H13CaNO2 in a non-equilibrium geometry.

Output
E_HOMO (spin up / spin down) = 1.07 / 1.98 eV
Electronic energy = -33559.5008 eV
Total charge = -2
Orbital gap (spin up / spin down) = 4.7 / 3.8 eV

Atoms and positions in Å:
1 H -3.111 1.232 -1.180
2 C -0.601 3.128 -1.122
3 H -2.569 0.452 1.354
4 O 1.664 0.407 1.031
5 C 0.568 2.630 -1.570
6 C -1.404 -1.633 -0.975
7 Ca 0.211 0.564 -0.946
8 H -1.002 -2.583 -1.336
9 C -1.459 -1.227 0.374
10 H 3.471 -1.985 3.048
11 C 1.202 -0.697 1.387
12 H 0.618 2.047 -2.536
13 N 1.270 -2.349 -1.441
14 C -2.036 -0.645 -1.774
15 H 2.366 -1.297 4.267
16 H 1.928 -2.718 -2.156
17 H -1.115 -1.822 1.230
18 C 2.760 -1.187 3.258
19 H 3.190 -0.198 3.092
20 H -2.166 -0.676 -2.857
21 H -0.648 3.763 -0.257
22 O 1.603 -1.441 2.348
23 H -1.553 2.998 -1.649
24 C -2.540 0.348 -0.888
25 H 1.567 2.923 -1.135
26 C -2.213 -0.033 0.435

---

# 4
The following is a DFT calculation (ωB97M-V/def2-TZVPD) of a cluster of 3 separate species, C3H12N2O2 in total in a non-equilibrium geometry.

Output
E_HOMO = -7.41 eV
Electronic energy = -10380.3862 eV
Orbital gap = 8.1 eV
SMILES string = C/C(N)=C/N.O.O

Atoms and positions in Å:
1 H -2.194 -0.290 -1.277
2 C -0.456 -0.793 -0.094
3 H -0.791 0.708 -1.608
4 H 0.875 -1.195 2.844
5 O -0.818 3.542 0.664
6 H -0.521 0.200 1.827
7 C -1.328 0.183 -0.810
8 O 2.677 0.075 -1.968
9 N 0.656 -1.516 1.914
10 H -0.705 4.053 1.472
11 N 0.131 -1.891 -0.737
12 H -0.175 -2.092 -1.674
13 H 2.097 -0.614 -2.315
14 H 2.418 0.141 -1.039
15 H -1.742 3.559 0.385
16 H 1.565 -1.707 1.497
17 H -1.687 0.943 -0.124
18 C -0.157 -0.590 1.192
19 H 0.156 -2.717 -0.150

---

# 5
The following is a DFT calculation (ωB97M-V/def2-TZVPD) of a structure of composition C33H23N4O5P2PtSe2.

Output
Spin multiplicity = 3
E_HOMO (spin up / spin down) = -4.64 / -5.54 eV
Electronic energy = -203312.5374 eV
Total charge = -1
Orbital gap (spin up / spin down) = 6.9 / 7.4 eV
Expectation value of S² = 2.0058

Atoms and positions in Å:
1 C -0.586 3.244 4.130
2 C -2.957 -1.388 4.301
3 C -3.433 -3.958 -1.100
4 C -3.270 -2.573 3.655
5 C -0.989 -2.657 -1.256
6 C 0.283 5.837 -3.536
7 N 0.365 3.128 -3.777
8 C -3.391 -2.575 -1.230
9 H 3.115 -2.044 -2.812
10 C 1.552 2.630 5.042
11 H -3.573 -1.037 5.120
12 H -2.134 -0.848 -1.455
13 H 5.115 -4.668 -0.081
14 H -2.701 -3.950 2.103
15 C -0.566 2.124 3.319
16 C -1.850 -0.647 3.912
17 C 0.419 0.268 0.667
18 H -1.380 1.938 2.632
19 C -2.253 -4.686 -1.050
20 C 3.101 -4.144 0.428
21 P 0.517 -0.287 2.392
22 H -4.307 -2.000 -1.281
23 Se 2.127 -1.562 2.857
24 C 4.233 -4.111 -0.371
25 C 0.475 3.498 4.992
26 C -0.898 5.102 -3.587
27 C -2.064 2.828 -3.728
28 O 3.857 3.601 -3.896
29 C 1.509 3.808 -3.725
30 O 0.283 7.187 -3.414
31 Se 0.494 -1.463 -3.760
32 H -0.110 -4.615 -1.110
33 C 1.976 -2.683 -1.111
34 C 1.571 1.499 4.235
35 H -1.420 3.932 4.078
36 C 0.517 1.246 3.373
37 H 2.447 5.716 -3.571
38 C 1.972 -3.430 0.062
39 C 3.115 -2.643 -1.911
40 C -2.474 -3.023 2.611
41 H -0.625 7.495 -3.345
42 H -2.285 -5.765 -0.954
43 C -2.174 -1.924 -1.316
44 N 0.435 0.941 -1.419
45 P 0.524 -1.723 -1.619
46 C -1.027 -4.040 -1.131
47 H 1.105 -3.446 0.707
48 C 0.457 -0.191 -0.665
49 H -4.129 -3.153 3.972
50 O 2.649 1.712 -3.763
51 Pt 0.436 1.029 -3.581
52 H -0.737 -2.633 1.423
53 O -3.153 3.396 -3.801
54 C -1.057 -1.087 2.858
55 O -1.838 1.577 -3.683
56 H 0.454 4.376 5.626
57 H 2.383 2.834 5.705
58 C 1.509 5.181 -3.609
59 H 5.130 -3.316 -2.154
60 H -1.607 0.270 4.431
61 C 2.805 2.976 -3.800
62 C -0.816 3.731 -3.699
63 C -1.373 -2.281 2.221
64 H 3.094 -4.709 1.351
65 N 0.388 1.621 0.596
66 H -1.881 5.554 -3.537
67 H 2.406 0.811 4.269
68 H -4.387 -4.466 -1.041
69 N 0.388 1.997 -0.655
70 C 4.243 -3.354 -1.535

---

# 6
The following is a DFT calculation (ωB97M-V/def2-TZVPD) of a structure of composition C9H15Cl2DyLaO6P in a non-equilibrium geometry.

Output
Spin multiplicity = 6
E_HOMO (spin up / spin down) = -23.24 / -22.83 eV
Electronic energy = -81087.8735 eV
Total charge = +4
Orbital gap (spin up / spin down) = 6.8 / 6.3 eV
Expectation value of S² = 9.5405

Atoms and positions in Å:
1 O -1.348 -0.223 2.934
2 C 4.803 -1.044 2.133
3 C 4.475 0.070 3.052
4 Cl -1.623 -1.887 -0.762
5 H 5.006 0.988 2.791
6 H 4.395 -1.993 2.457
7 H 1.039 2.734 0.938
8 H 1.640 1.590 2.189
9 O -4.723 -0.002 -2.974
10 H 3.315 2.920 -0.065
11 H 3.403 0.284 3.139
12 P 2.753 -0.645 0.429
13 H 0.553 -2.298 1.664
14 C 1.837 -3.267 3.133
15 C 1.917 2.416 1.517
16 C 1.505 -2.162 2.192
17 C -0.889 -0.124 1.900
18 O 2.512 -2.245 1.131
19 H 4.822 -0.212 4.043
20 H 1.046 -3.256 3.860
21 C -1.396 1.646 -4.077
22 H 3.994 1.782 1.121
23 H 2.784 -3.095 3.628
24 Dy 0.292 0.128 -0.152
25 Cl 1.195 0.162 -2.424
26 H 1.840 -4.209 2.605
27 O 4.339 -0.703 0.677
28 O 2.714 1.009 -0.363
29 O -1.313 2.470 -4.829
30 La -1.335 -0.114 -2.576
31 H 1.536 -1.175 2.705
32 H 2.231 3.249 2.137
33 C -3.610 0.041 -2.872
34 H 5.881 -1.165 2.045
35 C 3.087 2.126 0.659

---

# 7
The following is a DFT calculation (ωB97M-V/def2-TZVPD) of a structure of composition C49H43BrN5O6SSiTi in a non-equilibrium geometry.

Output
Spin multiplicity = 2
E_HOMO (spin up / spin down) = -6.28 / -7.84 eV
Electronic energy = -183125.6324 eV
Orbital gap (spin up / spin down) = 5.8 / 7.1 eV
Expectation value of S² = 0.7619

Atoms and positions in Å:
1 C 6.367 -3.281 -1.065
2 C -1.262 4.413 1.215
3 C -3.462 4.288 2.172
4 C 4.580 1.314 -2.336
5 C 3.481 3.070 1.198
6 H 5.282 -1.436 -1.220
7 H -4.382 3.741 2.359
8 H 1.389 0.932 -4.467
9 C 1.720 2.929 -0.603
10 C -4.004 -0.121 4.019
11 C -2.555 2.018 -2.139
12 Si -2.620 1.968 0.742
13 C -3.267 0.671 3.148
14 C 3.979 2.613 2.398
15 C -1.146 -2.373 1.916
16 H 4.890 3.028 2.812
17 H -0.205 6.255 1.511
18 H 3.958 3.850 0.620
19 H -4.360 -1.991 -1.057
20 C -5.720 -0.355 2.350
21 H -3.063 -2.549 2.858
22 H -2.035 7.292 2.824
23 H 0.803 -1.172 -3.733
24 C -3.340 2.162 -0.989
25 H -1.129 -1.298 1.996
26 C 3.397 -5.407 -0.925
27 H 5.092 -2.485 -2.621
28 H 5.477 1.422 -1.738
29 C 2.146 1.092 2.514
30 H -6.254 3.030 -2.535
31 C -0.833 -1.267 -2.333
32 C -2.147 6.286 2.436
33 C 3.414 1.623 -4.417
34 H -3.635 -2.918 -3.289
35 H 4.446 -5.691 -0.823
36 C 0.437 -0.859 -2.763
37 H 2.875 -6.203 -1.460
38 C -2.433 3.683 1.446
39 C -3.086 2.222 -3.407
40 H 1.447 -1.269 4.541
41 O 0.675 2.208 -0.909
42 C 3.296 1.612 3.070
43 C -5.233 -0.634 3.621
44 C 1.088 -2.290 0.769
45 H 6.302 -4.319 -1.402
46 C -2.253 -4.468 2.320
47 H 3.751 -4.185 -2.658
48 O 2.182 3.851 -1.222
49 N -1.221 -0.794 -1.111
50 N 3.895 -2.955 -1.002
51 H -2.769 -0.696 0.255
52 Ti 0.246 0.503 -0.145
53 C -3.321 5.580 2.664
54 H 2.969 -5.309 0.071
55 O 0.978 -0.992 0.586
56 C 4.555 1.759 -3.644
57 H 2.211 -3.866 -1.857
58 H -1.511 1.772 -2.055
59 C -2.232 -3.084 2.410
60 Br 6.103 2.554 -4.395
61 H -2.301 1.058 3.458
62 H -2.449 2.117 -4.278
63 S 4.170 -1.362 1.129
64 O 0.117 0.155 3.321
65 H -3.109 -5.024 2.683
66 C 2.332 2.487 0.703
67 H 6.418 -3.263 0.025
68 H 3.394 2.000 -5.431
69 H -3.614 -0.344 5.006
70 O 2.055 -0.688 4.064
71 C -2.476 -1.080 -0.709
72 H -5.366 0.636 0.484
73 H -1.181 -6.223 1.695
74 C -4.979 0.436 1.479
75 H -4.129 6.038 3.224
76 C 2.294 1.010 -3.875
77 C -3.740 0.960 1.861
78 C 3.450 0.718 -1.800
79 C 3.351 -2.436 0.114
80 O -1.168 1.198 0.684
81 C -1.117 5.704 1.707
82 H -1.341 -2.390 -4.095
83 H -0.464 3.965 0.633
84 H -5.810 -1.248 4.302
85 N 2.115 -2.959 0.416
86 H 3.474 0.336 -0.785
87 C -1.171 -5.142 1.762
88 H -4.837 2.728 -4.543
89 C -2.956 -2.325 -2.688
90 C 3.262 -4.093 -1.690
91 H 3.647 1.221 4.015
92 C -0.070 -3.040 1.341
93 H -6.677 -0.760 2.039
94 C -0.083 -4.434 1.283
95 C -1.693 -2.048 -3.130
96 N 1.664 1.512 1.333
97 H 7.287 -2.848 -1.466
98 C -3.363 -1.816 -1.442
99 C -4.421 2.573 -3.554
100 C 1.318 0.128 3.308
101 H -5.302 2.724 -0.292
102 C -5.214 2.744 -2.428
103 C -4.673 2.554 -1.164
104 N 1.171 -0.085 -1.973
105 H 0.766 -4.943 0.847
106 C 5.166 -2.468 -1.533
107 C 2.302 0.542 -2.562

---

# 8
The following is a DFT calculation (ωB97M-V/def2-TZVPD) of a structure of composition C5H9NO in a non-equilibrium geometry.

Output
E_HOMO = -7.32 eV
Electronic energy = -8862.6201 eV
Orbital gap = 8.1 eV

Atoms and positions in Å:
1 H -2.400 0.187 0.719
2 H -0.015 1.328 -0.925
3 H -2.794 -1.115 -0.418
4 H -2.365 0.492 -1.030
5 C 0.210 0.645 -0.113
6 C -2.148 -0.249 -0.254
7 H -0.046 1.081 0.850
8 H 1.911 -0.761 0.346
9 C -0.346 -1.640 0.714
10 C -0.670 -0.643 -0.313
11 N -0.029 -2.384 1.544
12 H 2.534 1.237 1.070
13 C 2.070 1.345 0.082
14 O 1.709 -0.121 -0.359
15 H 2.838 1.649 -0.639
16 H -0.435 -1.083 -1.288